(1)
A cluster of 2 separate species, C2H6FN in total at a distorted geometry, computed with ωB97M-V/def2-TZVPD.

Cartesian coordinates (Å):
H (0.49261, -0.83326, 1.12325)
N (0.85272, -0.23478, 0.27771)
C (-0.10384, 0.21421, -0.37026)
C (-1.57909, 0.20012, -0.04075)
H (0.19474, 0.84717, -1.15182)
H (-1.72439, 0.21171, 1.08337)
H (-1.92683, -0.82928, -0.43373)
H (-2.21787, 0.90773, -0.49302)
F (3.44710, -0.27508, 0.13500)
H (2.56484, -0.20855, -0.12975)

Summary:
ΔE to the lowest compared entry with this formula, charge and spin in eV: 0.358
E_HOMO in eV: -10.93
Charge: 0
E in eV: -6378.2990
SMILES string: [H]/N=C\C.F

***

(2)
An isolated molecule of C2H6FNO3S at a distorted geometry, computed with ωB97M-V/def2-TZVPD.

Cartesian coordinates (Å):
C (-0.23429, 1.09427, 1.60739)
C (-0.51333, 0.56013, 0.21591)
O (-0.80517, -0.83792, 0.42524)
N (0.70910, 0.53704, -0.60120)
S (0.70838, -1.17630, -1.89071)
O (-0.64644, -1.41142, -2.35383)
O (1.78098, -1.01014, -2.82477)
F (1.09694, -2.22521, -0.70534)
H (0.49718, 0.62015, 2.11289)
H (0.09587, 2.21377, 1.55967)
H (-1.24547, 1.09841, 2.26809)
H (-1.24913, 1.02390, -0.34398)
H (-1.76385, -0.85086, 0.62446)
H (1.56923, 0.36418, -0.09383)

Summary:
ΔE to the lowest compared entry with this formula, charge and spin in eV: 1.683
E_HOMO in eV: -10.49
Charge: 0
E in eV: -23353.7908
SMILES string: C[C@H](O)NS(=O)(=O)F

***

Question: The highest ΔE to the lowest compared entry with this formula, charge and spin belongs to which entry?
Answer: C2H6FNO3S

***

Question: Number 2 is which compound?
Answer: C2H6FNO3S

***

Question: Number 2 is which compound?
Answer: C2H6FNO3S